# C16H22MnN5S2SeSi

C16H22MnN5S2SeSi as an isolated structure (ωB97M-V with the def2-TZVPD basis set, the Open Molecules 2025 dataset).

Multiplicity   5
Frontier orbital gap (alpha / beta)   6.3 / 7.1 eV

Geometry as XYZ:
```
48
Properties=species:S:1:pos:R:3:mulliken_spin:R:1
Se -0.96304 -1.41081 0.03408 -0.1246
Mn 0.78283 0.16303 -0.58815 4.1590
S 2.39140 1.61180 -1.99869 -0.0633
S 2.59815 -0.35715 1.02136 0.1055
Si -0.94250 -2.20294 2.15780 0.0219
N 1.50663 -0.80881 -2.19036 -0.0765
N -0.81576 1.38117 -1.55901 0.0271
N 0.94619 1.58612 2.03908 -0.0305
N 2.49165 0.73202 3.42290 0.0045
N 0.33418 1.54652 0.82953 -0.1100
C -0.58722 2.43135 0.59490 0.0215
C 1.33054 -2.04807 -2.67378 0.0269
C 2.32648 0.08092 -2.77434 0.0136
C 0.75670 -2.60179 2.85402 0.0010
C 1.98958 -2.47081 -3.80252 -0.0025
C -1.27408 2.34357 -0.72826 0.0245
C 2.85684 -1.56824 -4.43203 0.0126
C -2.38574 2.04021 -3.21115 0.0059
C 3.02983 -0.30523 -3.92993 -0.0034
C -2.87663 3.02479 -2.36538 -0.0019
C 1.95556 0.73019 2.16537 -0.0140
C -1.95496 -3.78466 2.06849 -0.0065
C -2.32130 3.18661 -1.10337 0.0061
C -1.80317 -0.93503 3.25262 0.0035
C -1.35167 1.23419 -2.75954 0.0065
C -0.94246 3.46966 1.60329 -0.0030
H -2.11256 -4.20829 3.06038 -0.0011
H -1.30552 0.03138 3.14036 0.0004
H -2.70345 3.94055 -0.43564 0.0008
H -1.55327 3.02493 2.39326 0.0028
H -1.44098 -4.52885 1.45787 0.0013
H 1.83896 -3.47140 -4.17896 -0.0004
H 3.39803 0.32031 3.54619 -0.0006
H -0.03491 3.83726 2.08158 0.0014
H 0.64291 -2.66527 -2.10801 -0.0056
H -0.93664 0.44082 -3.37135 -0.0023
H -2.84864 -0.81672 2.96437 0.0002
H 0.66646 -3.39960 3.59518 0.0009
H -2.79436 1.89188 -4.20031 0.0006
H 2.24159 1.50355 4.02022 -0.0011
H 1.44262 -2.92932 2.07477 -0.0006
H 1.20505 -1.73600 3.33853 0.0005
H -3.68862 3.66624 -2.67989 -0.0005
H 3.39460 -1.87004 -5.32176 0.0011
H -2.93098 -3.60021 1.61676 0.0000
H -1.76837 -1.21275 4.30785 0.0002
H -1.48295 4.30188 1.16700 0.0004
H 3.69297 0.41099 -4.39532 -0.0022
```

# C16H22N2O3

One molecule with the formula C16H22N2O3 (ωB97M-V with the def2-TZVPD basis set, the Open Molecules 2025 dataset).

SMILES string   CCCCNC(=O)c1ccc(NC(=O)[C@H]2CCCO2)cc1
Relative energy (zero: lowest compared OMol25 entry of this formula, charge and spin)   0.7255 eV
Frontier orbital gap   9.3 eV

Geometry as XYZ:
```
43
Properties=species:S:1:pos:R:3:mulliken_charge:R:1
O -1.86184 0.46903 4.96644 -0.5214
O -3.33099 -1.04491 2.11170 -0.6640
O 1.72298 -2.13758 -2.75232 -0.6451
N -1.32454 0.01144 2.44157 -0.1133
N 2.58212 -0.05267 -2.60088 -0.1115
C -3.88439 -0.79748 4.91914 -0.7495
C 1.46426 0.03744 0.07028 -0.7875
C 1.77809 -1.06394 -2.18562 0.2280
C 0.97720 -0.75600 -0.96476 0.3667
C 0.69205 0.27163 1.18955 -0.6326
C -0.58877 -0.27138 1.29192 0.9024
C -0.29051 -1.31714 -0.84441 -0.8563
C 1.64902 2.40272 -6.21488 -1.3230
C -2.99213 0.19821 4.15352 0.2989
C -1.07724 -1.07311 0.26310 -0.4023
C 3.36067 -0.14630 -3.81443 -1.0082
C -3.06305 -1.13853 6.16797 -0.5050
C 2.31054 1.88612 -4.94301 -0.2292
C 2.61881 0.39338 -5.04064 -0.4535
C -1.65961 -0.67032 5.78140 -0.4636
C -2.58079 -0.36794 2.77824 0.1941
H -3.08692 -2.19741 6.41209 0.3226
H 0.71951 1.86998 -6.40220 0.3383
H 1.64412 2.06959 -4.09680 0.2531
H 1.42567 3.46359 -6.12840 0.3667
H 3.23561 0.20881 -5.92217 0.3648
H -1.13465 -1.45267 5.21396 0.2476
H 3.57786 -1.20671 -3.96258 0.3524
H 1.68896 -0.16585 -5.15807 0.2901
H -2.06268 -1.50029 0.34328 0.4943
H -3.49394 1.15478 3.96735 0.3917
H -4.84627 -0.35861 5.17303 0.3385
H -4.06185 -1.67187 4.29304 0.3260
H 2.47636 0.85788 -2.18509 0.3157
H 2.46232 0.44901 0.02136 0.4722
H -1.04585 -0.36421 6.62844 0.3683
H -0.65126 -1.95071 -1.64018 0.4319
H 4.29850 0.39794 -3.66903 0.4020
H 2.30404 2.25813 -7.07112 0.3308
H 3.23797 2.43756 -4.76696 0.2726
H 1.07944 0.87762 1.99699 0.3615
H -3.41895 -0.56913 7.02642 0.2381
H -0.84988 0.55990 3.15277 0.1969
```

The records above yield total energy values of -150617.9980, -26072.9673 eV, respectively.